No. 1
56
Properties=species:S:1:pos:R:3 method="wB97M-V/def2-TZVPD" spin_multiplicity=1 charge=+1 lumo_energy_ev="-5.4 / -5.4" homo_ev="-10.0 / -10.0" orbital_gap_ev="4.602 / 4.588"
Pd 1.5786 0.4697 0.7086
O 1.1454 1.8483 -3.1615
C 1.5411 1.5944 -2.0622
N 1.0120 2.1496 -0.8544
C -0.0470 2.8595 -0.7580
C -0.6356 3.6559 -1.8130
C -1.7931 4.3022 -1.5992
C -2.4950 4.2421 -0.3303
C -2.0106 3.5398 0.7150
C -0.7899 2.8164 0.5758
N -0.2274 2.1413 1.5136
C -0.6066 1.0818 2.2506
O -1.4625 0.2603 2.1171
C 0.6686 0.4377 3.2201
C 0.3973 -0.2028 4.6241
C -0.2103 -1.5617 4.8203
C -0.7297 -2.6938 3.7715
C -0.1379 -2.3827 2.6511
N 0.7971 -0.4921 2.4584
C 2.6822 0.6352 -1.7837
C 3.0500 -0.3039 -2.7280
C 4.0767 -1.1775 -2.4147
C 4.7620 -1.0232 -1.2194
C 4.3452 -0.0525 -0.3244
N 3.3048 0.7402 -0.5886
H -0.1271 3.7048 -2.7618
H -2.2228 4.8817 -2.4051
H -3.4299 4.7760 -0.2232
H -2.5314 3.5057 1.6613
H 0.5401 0.4276 5.4898
H -0.4501 -1.8008 5.8503
H -1.4282 -3.4762 3.9962
H 1.5618 -2.0749 2.7372
H 2.5013 -0.3573 -3.6578
H 4.3390 -1.9727 -3.0992
H 5.5989 -1.6611 -0.9709
H 4.8528 0.1197 0.6160
C -4.6404 -1.3601 -2.3479
C -3.2574 -1.2478 -3.0034
C -2.1757 -1.1185 -1.9826
N -1.4250 -0.0818 -1.8372
N -0.5306 -0.1437 -0.8271
C -0.6718 -1.3582 -0.1313
N 0.1987 -1.6017 0.7224
S -1.8482 -2.3981 -0.8167
H -5.3972 -1.5206 -3.1139
H -4.8801 -0.4462 -1.8048
H -4.6687 -2.1961 -1.6494
H -3.2063 -0.3789 -3.6570
H -3.0766 -2.1507 -3.5913
H 1.1512 -2.7606 1.5999
H -0.6417 -3.1665 1.8331
Cl 0.8867 -1.6579 1.8560
C 2.1839 -1.4946 1.2483
H 1.5956 -1.7066 -0.5165
H 2.9837 -2.1680 0.9980


No. 2
18
Properties=species:S:1:pos:R:3 method="wB97M-V/def2-TZVPD" spin_multiplicity=1 charge=+1 lumo_energy_ev=-3.8 homo_ev=-13.6 orbital_gap_ev=9.780 smiles="CC(C)S/[NH+]=C/N"
C -0.9523 2.3022 0.5868
C -0.5126 0.9514 0.1170
C -0.4647 0.8341 -1.3572
S 1.2419 0.5463 0.9858
N 1.2712 -1.1560 1.0404
C 1.6680 -1.8458 -0.0168
N 1.4845 -3.1427 -0.1608
H -0.9211 2.3365 1.7316
H -0.2651 3.0672 0.0645
H -2.0276 2.2644 0.3684
H -1.0955 0.2723 0.6283
H 0.1794 1.7392 -1.6176
H -1.4047 1.0745 -1.7433
H -0.4044 -0.1242 -1.8248
H 0.8927 -1.8266 1.8061
H 2.2769 -1.3303 -0.7321
H 2.0040 -3.4135 -0.9681
H 0.9950 -3.7987 0.5223


No. 3
44
Properties=species:S:1:pos:R:3 method="wB97M-V/def2-TZVPD" spin_multiplicity=1 charge=+1 lumo_energy_ev=-5.5 homo_ev=-12.3 orbital_gap_ev=6.881
C -0.2021 -1.0064 0.6588
C -0.3811 0.3851 1.2900
C -1.2562 0.2494 2.5292
C -0.8864 1.3789 0.2784
C -0.0556 1.4866 -0.9653
C -1.9860 2.1318 0.4773
H 0.4162 -0.9949 -0.2446
H 0.2587 -1.6967 1.3783
H -1.1820 -1.4172 0.3854
H 0.6282 0.7314 1.5805
H -1.4260 1.2002 3.0412
H -2.2271 -0.1908 2.2798
H -0.7570 -0.4218 3.2318
H 0.9887 1.7483 -0.7264
H -0.0016 0.5304 -1.5127
H -0.4603 2.2346 -1.6589
H -2.2866 2.8672 -0.2712
H -2.6420 1.9229 1.3251
C -0.1515 4.6505 0.7672
C -1.3763 4.5311 1.5875
C -2.3835 5.4845 1.8053
C -3.0404 5.5358 3.0860
C -2.5403 4.7027 4.2135
C -4.0771 6.4238 3.3167
C -4.5357 7.2885 2.3166
C -5.6997 8.2019 2.5724
C -3.8753 7.2808 1.0797
C -2.8318 6.4107 0.7976
C -2.2131 6.4689 -0.5636
H 0.5642 3.8783 1.0956
H -0.3601 4.4852 -0.2993
H 0.3809 5.6117 0.8593
H -1.3953 3.6566 2.2463
H -3.1157 4.8804 5.1262
H -2.5692 3.6314 3.9977
H -1.5041 4.9746 4.4378
H -4.5382 6.4626 4.3085
H -5.9788 8.7505 1.6647
H -6.5962 7.6596 2.9024
H -5.4496 8.9106 3.3751
H -4.1817 7.9867 0.3041
H -2.7263 7.2497 -1.1413
H -1.1538 6.7552 -0.5250
H -2.3012 5.5312 -1.1343


For reference, ΔE to the lowest compared entry with this formula, charge and spin by record: 41.718 1.517 0.172 eV.
For reference, calculated total energy by record: -65507.7615 -18134.0022 -18059.4568 eV.